(1)
116
Properties=species:S:1:pos:R:3 method="wB97M-V/def2-TZVPD" lumo_energy_ev="-2.97 / -2.97" homo_lumo_gap_ev="6.129 / 6.129" total_charge=+1
Pt 0.29503 0.90166 0.64248
C -1.57216 3.28182 -2.63106
C -1.05767 3.53646 -1.22003
C 0.47057 3.64000 -1.20951
P -1.57356 2.23705 0.05459
C -2.56113 3.26303 1.27004
C -3.38992 4.40260 0.66653
C -1.60936 3.81797 2.33249
C -2.82860 1.01461 -0.52895
C -4.10291 1.41557 -0.93276
C -5.11042 0.49434 -1.17803
C -4.85530 -0.85886 -1.03372
C -3.57856 -1.27132 -0.68642
C -2.55564 -0.35975 -0.42619
Si -0.84590 -1.04362 0.05592
C 0.09092 -2.26901 -1.05534
C 0.37998 -3.54983 -0.57260
C 1.30656 -4.36871 -1.19484
C 2.00764 -3.89964 -2.29185
C 1.72543 -2.64342 -2.80372
C 0.74645 -1.83477 -2.23351
P 0.17028 -0.24983 -2.96324
C 1.58935 0.40044 -4.02141
C 2.82365 0.60952 -3.13931
C 1.92238 -0.34564 -5.32351
C -0.97627 -0.86433 -4.37064
C -1.12924 -2.38311 -4.43424
C -2.36129 -0.22085 -4.35494
C -1.03291 -1.97910 1.71492
C -1.74483 -3.18116 1.75008
C -1.69592 -4.02643 2.84734
C -0.92560 -3.67959 3.94588
C -0.26409 -2.46178 3.96156
C -0.31081 -1.60897 2.85588
P 0.42044 0.06087 2.90795
C -0.44613 0.86676 4.34811
C -0.07246 0.44947 5.76728
C -1.94983 0.71790 4.09729
C 2.25210 -0.09760 3.20972
C 2.77611 -1.00097 4.32317
C 2.83186 1.31716 3.27707
H -2.64699 3.10030 -2.64436
H -1.06900 2.41444 -3.05555
H -1.36513 4.14561 -3.26615
H -1.46537 4.48371 -0.86134
H 0.91062 2.68271 -1.49984
H 0.83147 3.90924 -0.21175
H 0.81388 4.40616 -1.91053
H -3.23072 2.53800 1.74019
H -2.78865 5.30495 0.55544
H -4.22014 4.63728 1.33366
H -3.80911 4.16441 -0.30693
H -0.91651 4.53989 1.89284
H -1.02378 3.01329 2.77493
H -2.16806 4.32121 3.12346
H -4.32989 2.46098 -1.07201
H -6.09268 0.83744 -1.47589
H -5.63620 -1.58651 -1.21193
H -3.37263 -2.33505 -0.62831
H -0.10852 -3.91286 0.31927
H 1.50357 -5.35795 -0.80212
H 2.76018 -4.51882 -2.76396
H 2.27328 -2.30929 -3.67178
H 1.22659 1.39548 -4.30377
H 3.31942 -0.33597 -2.91397
H 2.54084 1.06178 -2.18868
H 3.54112 1.26692 -3.63532
H 2.95836 -0.14397 -5.60299
H 1.29539 -0.00344 -6.14553
H 1.80166 -1.42472 -5.25023
H -0.48290 -0.52646 -5.28248
H -1.56606 -2.77058 -3.51211
H -0.17861 -2.88846 -4.59595
H -1.79658 -2.64670 -5.25777
H -2.94823 -0.56822 -3.51286
H -2.89226 -0.49907 -5.26858
H -2.31062 0.86491 -4.32094
H -2.34978 -3.46258 0.89477
H -2.24128 -4.96150 2.83305
H -0.85134 -4.35008 4.79228
H 0.30141 -2.18635 4.84013
H -0.17646 1.92253 4.23989
H -0.41285 -0.55849 5.99884
H -0.56313 1.12853 6.46761
H 0.99855 0.51485 5.94740
H -2.28250 -0.29066 4.34475
H -2.19694 0.90163 3.04799
H -2.50898 1.42167 4.71587
H 2.55731 -0.54087 2.25997
H 2.53912 -0.62350 5.31664
H 3.86508 -1.06117 4.24569
H 2.38102 -2.01094 4.22546
H 2.55840 1.81745 4.20861
H 2.45872 1.91868 2.44272
H 3.92134 1.28733 3.21081
C 3.47909 -2.19251 0.42696
N 4.32544 -1.02000 0.33449
C 5.74890 -1.19343 0.56811
C 6.53273 -0.30636 -0.38273
C 6.11421 1.12801 -0.12259
N 4.66388 1.24880 -0.04864
C 4.15132 2.59534 -0.21715
C 3.79767 0.20303 0.07086
O 2.57171 0.37005 -0.04551
H 3.78611 -2.94018 -0.30654
H 2.45096 -1.91058 0.21929
H 3.53902 -2.63325 1.42615
H 5.99201 -2.24437 0.41953
H 6.00065 -0.92326 1.60127
H 6.30854 -0.58441 -1.41437
H 7.60246 -0.42494 -0.21614
H 6.46610 1.78214 -0.92384
H 6.55992 1.48632 0.81262
H 4.32033 2.95296 -1.23658
H 4.65907 3.26956 0.47629
H 3.08620 2.60098 -0.01160

(2)
69
Properties=species:S:1:pos:R:3 method="wB97M-V/def2-TZVPD" lumo_energy_ev="-0.54 / -2.14" homo_lumo_gap_ev="6.562 / 5.742" s2=2.0060 multiplicity=3 total_charge=0
Pd 0.00394 0.36849 0.05622
O 0.13867 -3.23542 3.14729
C 1.20523 -2.80628 3.84591
C 1.56589 -3.54128 4.97822
C 2.64737 -3.15566 5.74010
C 3.39567 -2.02973 5.39512
C 3.04103 -1.30429 4.27766
C 1.94853 -1.67208 3.48447
C 1.57767 -0.87606 2.28850
O 0.56014 -1.23972 1.61886
N 2.36388 0.17621 2.01222
N 1.86641 0.86058 0.96483
C 2.53978 1.80221 0.43022
C 1.96740 2.47396 -0.75015
C 2.57369 3.59068 -1.30508
C 2.03905 4.15016 -2.45462
C 0.91466 3.57873 -3.02223
C 0.35483 2.47778 -2.39445
N 0.85965 1.94040 -1.28958
H 0.02918 -2.60758 2.40054
H 0.97367 -4.41092 5.23036
H 2.91448 -3.73520 6.61542
H 4.24309 -1.72850 5.99587
H 3.60216 -0.42832 3.98578
H 3.52365 2.07071 0.80566
H 3.45302 4.00671 -0.83138
H 2.49922 5.02071 -2.90358
H 0.47386 3.96826 -3.92886
H -0.53704 2.00219 -2.78537
C -2.25486 -0.66504 3.36360
Si -2.81750 0.58827 2.10790
C -4.66853 0.81387 2.32241
C -1.97839 2.22909 2.45903
Si -2.37318 -0.03711 -0.10486
Si -3.39632 1.44975 -1.57454
C -2.89370 1.04716 -3.34943
C -2.87480 3.20237 -1.11656
C -5.26608 1.37605 -1.51290
Si -2.85498 -2.25588 -0.62900
C -4.70968 -2.45901 -0.43174
C -2.39749 -2.61423 -2.40852
C -1.97750 -3.45510 0.48922
H -2.48077 -0.27959 4.36228
H -1.18251 -0.85301 3.30016
H -2.76919 -1.62158 3.24576
H -4.90044 1.06623 3.36193
H -5.20323 -0.10610 2.07228
H -5.05835 1.61134 1.68991
H -1.98263 2.44294 3.53140
H -2.48331 3.05031 1.94438
H -0.93819 2.21654 2.12434
H -2.02324 0.39002 -3.40266
H -2.66790 1.95656 -3.91375
H -3.71505 0.53916 -3.86168
H -1.93722 3.21609 -0.55738
H -3.63961 3.66505 -0.48664
H -2.75002 3.82982 -2.00372
H -5.64248 0.39270 -1.79944
H -5.67109 2.10921 -2.21763
H -5.65573 1.60856 -0.52316
H -5.25710 -1.77222 -1.07971
H -5.02000 -2.26831 0.59825
H -5.00940 -3.47906 -0.69111
H -3.04341 -2.06271 -3.09604
H -2.50651 -3.68102 -2.62292
H -1.36306 -2.33285 -2.61937
H -2.26726 -3.32252 1.53370
H -0.89379 -3.34008 0.42503
H -2.22477 -4.47883 0.19435